P:
C5H9BrN3 | ωB97M-V/def2-TZVPD

Results
**Gap between HOMO and LUMO**: 9.525 eV
**HOMO**: -12.5 eV
**Spin multiplicity**: 1
**Total charge**: +1
**SMILES**: C[N+](C)=c1[nH]cc(Br)[nH]1

Last column: Mulliken charge in e.
Atoms and positions in Å:
C: 1.47 0.63 0.13  -1.0929
N: 0.28 -0.23 -0.02  0.0853
C: 0.46 -1.67 0.03  -1.0031
C: -0.96 0.26 -0.14  0.5072
N: -1.35 1.55 -0.03  -0.0143
C: -2.71 1.67 -0.10  -0.3801
C: -3.20 0.38 -0.08  0.0450
Br: -4.93 -0.23 0.02  -0.0512
N: -2.13 -0.50 0.02  -0.0486
H: 1.63 1.02 1.10  0.4051
H: 2.43 -0.03 -0.15  0.2633
H: 1.42 1.46 -0.43  0.4840
H: -0.50 -2.23 -0.42  0.2761
H: 1.31 -2.02 -0.52  0.3704
H: 0.56 -2.13 1.05  0.3484
H: -0.68 2.28 -0.02  0.1680
H: -3.16 2.52 0.10  0.5021
H: -2.11 -1.49 -0.01  0.1354

Q:
C5H9BrN3 | ωB97M-V/def2-TZVPD

Results
**Gap between HOMO and LUMO**: 8.660 eV
**HOMO**: -13.1 eV
**Spin multiplicity**: 1
**Total charge**: +1

Last column: Mulliken charge in e.
Atoms and positions in Å:
C: 1.38 -1.90 0.26  -0.2067
C: 2.30 -0.98 0.68  -0.0933
C: 0.12 -1.96 -0.17  -0.1211
C: 3.11 -0.21 0.27  -0.1294
C: -0.10 0.33 -0.42  -0.3445
N: -0.57 -0.82 -0.29  0.4743
N: -1.84 -0.97 0.12  -0.7605
N: -1.34 2.72 0.00  -0.8730
Br: 4.44 1.05 -0.09  0.0376
H: 1.89 -2.83 0.30  0.3861
H: 0.80 0.44 -0.81  0.6190
H: -0.20 -2.90 -0.33  0.4803
H: -0.62 1.27 0.04  0.1311
H: -2.16 -1.98 0.11  0.2756
H: -2.49 -0.26 -0.19  0.2421
H: -1.95 3.09 -0.77  0.2668
H: -0.77 3.47 0.48  0.2826
H: -1.98 2.42 0.81  0.3330

Relative energies, kcal/mol: P 0.0; Q 123.9.